Below is 4 unconnected molecules or ions with the total composition C40H61Cl2IN3O3P, with properties calculated with the ωB97M-V functional and the def2-TZVPD basis.

highest occupied orbital energy	-7.4734	eV
energy	-95516.50730	eV
SMILES	CCCCCc1c(NCCC)c(P(CC)CC)c(I)c2nc(CCc3ccccc3)c([C@@H](Cl)[C@@H](C)Cl)nc12.CC(C)=O.CC(C)=O.CC(C)=O
E_LUMO	-0.414	eV
multiplicity	1
gap between HOMO and LUMO	7.06	eV

Each line ends with the Löwdin charge.
Element x y z (Å)
C: -0.911044 -0.371282 4.036886  -0.1151
C: -0.921593 -1.281783 2.779941  -0.2491
C: 0.433732 -1.219879 2.002313  -0.2098
C: 1.192235 -2.568858 2.129856  -0.1743
C: 2.236986 -2.846830 1.010825  -0.1142
C: 1.740949 -2.646177 -0.416287  -0.0943
C: 1.236708 -3.672113 -1.181821  -0.2122
N: 1.129187 -4.979139 -0.607443  -0.0189
C: 0.011444 -5.193294 0.347781  -0.1995
C: -1.137610 -4.179623 0.302011  -0.2174
C: -2.008367 -4.256684 -0.985366  -0.0898
C: 0.811330 -3.480677 -2.552901  -0.3554
P: 0.171767 -4.806417 -3.665901  0.9611
C: 0.322545 -6.489738 -2.921580  -0.4137
C: 1.801084 -6.987331 -2.657297  -0.1516
C: 1.213718 -4.918641 -5.226770  -0.4587
C: 1.221210 -6.362386 -5.811874  -0.1600
C: 0.889888 -2.195573 -3.034374  -0.5913
I: 0.222767 -1.687825 -4.993578  0.9364
C: 1.407783 -1.124317 -2.262420  -0.2682
N: 1.462601 0.116109 -2.837535  0.1409
C: 1.982107 1.060791 -2.095982  -0.2193
C: 2.071757 2.438075 -2.735981  -0.1143
C: 0.701094 3.177591 -2.650824  -0.1170
C: 0.313502 3.487433 -1.201616  -0.2523
C: 0.571899 4.760265 -0.717153  -0.0575
C: 0.259452 5.075782 0.596159  -0.0781
C: -0.311411 4.109147 1.403102  -0.0963
C: -0.565166 2.836891 0.938213  -0.0830
C: -0.248389 2.529387 -0.377188  -0.0500
C: 2.461874 0.792751 -0.763452  -0.2406
C: 3.120579 1.956210 0.030907  -0.5836
Cl: 2.672538 1.722486 1.765086  0.6521
C: 4.658764 1.779351 -0.106951  -0.7389
C: 5.212964 2.191745 -1.471511  -0.1217
Cl: 5.565518 2.595604 1.227273  0.5724
N: 2.396028 -0.359956 -0.157194  0.1825
C: 1.845579 -1.326564 -0.956575  -0.1564
H: -0.896435 0.666134 3.701562  0.0314
H: -1.866137 -0.553117 4.553309  0.0690
H: -0.081513 -0.634075 4.701657  0.0774
H: -1.162248 -2.298854 3.122238  0.0950
H: -1.736211 -0.985307 2.101912  0.0967
H: 0.166273 -1.001677 0.961860  0.0896
H: 1.055632 -0.415962 2.408857  0.0638
H: 0.449949 -3.357817 2.263242  0.0715
H: 1.760710 -2.523801 3.074243  0.1181
H: 2.620895 -3.866295 1.155156  0.1064
H: 3.077807 -2.160107 1.164689  0.1096
H: 2.016110 -5.243926 -0.200429  0.1087
H: 0.420831 -5.328829 1.361362  0.1072
H: -0.435022 -6.175087 0.095779  0.1040
H: -0.844094 -3.151840 0.535338  0.0827
H: -1.821736 -4.472264 1.116406  0.1121
H: -1.805083 -5.160871 -1.566492  0.0424
H: -1.841075 -3.379295 -1.622684  0.0643
H: -3.076977 -4.241203 -0.733364  0.0727
H: -0.176496 -6.562674 -1.950689  0.0299
H: -0.157502 -7.255177 -3.543564  0.0618
H: 1.960042 -7.224457 -1.601664  0.0511
H: 2.083112 -7.826778 -3.300692  0.0563
H: 2.456704 -6.131517 -2.877318  0.0577
H: 0.739844 -4.305792 -5.994872  -0.0148
H: 2.243691 -4.576516 -5.053276  0.0749
H: 1.293096 -6.331150 -6.906712  0.0693
H: 2.043875 -6.949004 -5.395317  0.0558
H: 0.263322 -6.860306 -5.608239  0.0575
H: 2.890739 3.042880 -2.343121  0.0911
H: 2.266364 2.284865 -3.807573  0.1238
H: 0.821877 4.138119 -3.169625  0.1102
H: -0.106971 2.589096 -3.101413  0.1190
H: 1.039151 5.521251 -1.342570  0.1138
H: 0.432381 6.061055 1.026535  0.1048
H: -0.584507 4.323667 2.437222  0.0965
H: -1.017139 2.075014 1.567998  0.0894
H: -0.435566 1.518856 -0.745809  0.1240
H: 2.749377 2.934127 -0.272363  0.0890
H: 4.876104 0.711676 0.021165  0.0971
H: 4.729368 1.681707 -2.312482  0.0802
H: 6.276641 1.922877 -1.515847  0.0791
H: 5.159560 3.283594 -1.581900  0.0832
C: 1.057086 4.362801 5.548451  -0.0154
C: 0.291973 3.076511 5.742140  -0.4898
C: 0.334627 2.449055 7.113487  -0.0179
O: -0.328943 2.568421 4.837002  0.0519
H: 0.941151 4.700557 4.520103  0.0698
H: 0.668993 5.132099 6.218310  0.0862
H: 2.117560 4.199801 5.746938  0.0883
H: -0.084597 3.135344 7.851090  0.0852
H: 1.364116 2.203633 7.379356  0.0867
H: -0.255163 1.534104 7.109653  0.0805
C: -5.339477 3.126215 1.435797  -0.0283
C: -5.185277 1.949698 2.363673  -0.4988
C: -3.814760 1.740038 2.956174  -0.0176
O: -6.108851 1.209413 2.619272  0.0632
H: -6.366560 3.170485 1.074079  0.0842
H: -5.111854 4.053027 1.966187  0.0871
H: -4.663538 3.011841 0.582382  0.0567
H: -3.525960 2.610174 3.548392  0.0907
H: -3.092453 1.579102 2.155007  0.0665
H: -3.825830 0.864759 3.602221  0.0762
C: -3.711253 4.684317 -3.223115  -0.0175
C: -4.002838 4.756064 -1.744561  -0.4884
C: -4.834209 5.919486 -1.261668  -0.0147
O: -3.587697 3.917158 -0.979094  0.0512
H: -3.107352 3.802324 -3.428741  0.0785
H: -4.644149 4.611217 -3.784603  0.0859
H: -3.158410 5.571144 -3.537574  0.0856
H: -5.815765 5.899764 -1.738104  0.0879
H: -4.329735 6.859262 -1.491894  0.0861
H: -4.965593 5.846431 -0.183656  0.0741

Cartesian forces (eV/Å) of the 6 atoms listed first:
-0.9617 -0.7088 -1.0168
0.4979 0.3774 0.4996
-0.8340 -0.8660 0.4251
0.3462 0.8559 0.1132
-0.2493 -0.1058 0.1062
0.1967 0.1168 0.4472